No. 1
DFT (ωB97M-V/def2-TZVPD) results for a molecular structure, C16H15CrN4O2S3Se2Te2 in a non-equilibrium geometry.

Calculated values
Relative energy (zero: lowest compared OMol25 entry of this formula, charge and spin) ... 0.0 kJ/mol
Multiplicity ... 5
⟨S²⟩ ... 6.0358
LUMO energy (spin up / spin down) ... 0.734 / 0.696 eV
Gap between HOMO and LUMO (spin up / spin down) ... 4.218 / 4.274 eV
Total charge ... -1

```
45
Properties=species:S:1:pos:R:3:forces:R:3:mulliken_charge:R:1
Cr -1.889811 -0.574915 -0.029175 0.267 -0.487 2.093 0.70
O 1.894902 2.578105 2.640745 -0.133 -2.019 0.046 -0.65
C 2.135055 1.309932 3.139316 2.400 2.720 1.575 0.30
C 3.052344 1.270326 4.233945 0.040 -0.646 0.481 -0.61
C 3.242423 0.100442 4.968055 -1.777 -0.025 -1.925 -0.35
C 2.565728 -1.106728 4.582491 0.767 2.032 0.359 -0.64
C 1.824156 -1.089398 3.429986 0.268 -0.258 0.480 -0.63
C 1.639855 0.125305 2.713682 -2.099 -1.926 -0.805 0.36
C 0.554498 0.093318 1.701112 -0.668 0.469 -1.147 0.68
O 0.012154 -1.001496 1.368241 0.088 1.101 0.050 -0.60
N 0.200491 1.332407 1.215425 0.843 -1.272 0.871 -0.80
N -0.795734 1.251395 0.328091 -2.950 3.756 -2.466 0.28
C -1.343662 2.427017 -0.123061 2.281 -2.737 2.441 0.01
S -2.773664 2.512716 -1.133870 0.703 -0.136 0.357 -0.05
C -2.624941 4.283069 -1.429578 -0.506 1.597 0.025 -0.63
C -1.571856 5.084989 -0.582285 -1.309 -1.259 0.817 -0.62
S -0.765459 3.963980 0.600787 -0.327 -0.718 -0.121 -0.12
H 1.187661 2.390633 1.940639 0.126 0.326 0.142 0.79
H 3.559819 2.178221 4.568159 -0.344 -0.128 -0.260 0.35
H 3.774732 0.137617 5.872635 0.842 -0.001 0.964 0.40
H 2.556216 -1.892453 5.306837 0.126 -0.778 -0.121 0.38
H 1.335889 -2.034351 3.153197 -0.088 0.882 -0.283 0.30
H -3.600820 4.736450 -1.215406 0.067 -0.326 0.099 0.31
H -2.501874 4.455501 -2.495316 0.419 -0.036 -0.093 0.32
H -2.008983 5.960249 -0.075209 -0.136 -0.644 0.064 0.33
H -0.775686 5.467339 -1.127121 1.205 0.580 -1.596 0.36
Se -3.908914 -1.323147 -1.224079 -0.196 -0.191 -0.796 -0.58
Te -5.802486 0.038749 -0.280533 0.354 -0.394 0.648 -0.22
Te -5.497682 -1.123507 2.232190 0.103 0.349 -0.547 -0.16
Se -3.008948 -0.774128 2.444223 0.032 0.193 -0.502 -0.46
N 1.486071 -4.714010 -4.263137 -0.666 1.134 0.684 -0.38
C 1.342641 -3.387678 -4.558468 0.823 -0.988 -0.530 0.27
S 1.661247 -2.703159 -6.023397 0.042 -0.430 0.238 -0.36
C 0.882226 -2.652737 -3.403962 -0.512 1.941 1.368 1.09
C 0.882974 -3.141440 -2.102778 0.026 -1.339 -0.235 -1.22
C 0.182080 -2.469405 -1.115932 2.106 -0.195 -0.192 -0.19
N -0.371657 -1.300392 -1.320640 -2.433 0.093 -0.441 0.07
C -0.442703 -0.832742 -2.563720 1.054 0.148 -0.073 -0.38
C 0.306008 -1.388982 -3.565971 -0.292 -0.239 -1.813 -0.76
H 1.534827 -5.294229 -5.053871 0.183 -1.016 -0.849 0.24
H 0.949015 -5.027501 -3.448442 0.452 -0.133 -0.793 0.21
H 1.384166 -4.099696 -1.846433 -0.450 0.868 -0.065 0.37
H 0.286119 -2.833035 -0.126278 -0.451 -0.060 0.963 0.56
H -1.087907 -0.000114 -2.757395 -0.062 0.546 0.123 0.41
H 0.339492 -0.932511 -4.573700 -0.217 -0.353 0.767 0.31
```
Forces are in eV/Å.



No. 2
DFT (ωB97M-V/def2-TZVPD) results for a gas-phase ion, C4H4NO (charge +1) in a non-equilibrium geometry.

Calculated values
Relative energy (zero: lowest compared OMol25 entry of this formula, charge and spin) ... 302.7 kJ/mol
LUMO energy (spin up / spin down) ... -7.416 / -7.653 eV
Gap between HOMO and LUMO (spin up / spin down) ... 8.171 / 8.041 eV
Total charge ... +1

```
10
Properties=species:S:1:pos:R:3:forces:R:3:mulliken_charge:R:1
C -0.652562 -1.372620 0.430626 1.312 0.381 0.416 -0.20
C 0.480245 0.894025 0.215634 1.506 1.218 0.171 -0.23
C -1.564683 -0.437909 -0.079211 -2.528 -0.464 -1.646 0.11
C 0.642386 -1.330826 0.016774 1.256 -0.778 0.010 0.20
N -0.868432 0.603846 -0.080446 0.207 1.317 0.071 -0.13
O 1.319452 -0.239545 -0.160629 -0.994 1.001 0.317 -0.22
H 1.000155 1.794988 -0.331040 -1.654 -1.570 1.055 0.29
H 0.552817 0.957049 1.333596 0.091 0.356 -0.863 0.34
H -2.642901 -0.520469 -0.409879 1.362 0.104 0.630 0.38
H 1.389226 -2.083196 -0.127046 -0.559 -1.565 -0.162 0.46
```
Forces are in eV/Å.



No. 3
DFT (ωB97M-V/def2-TZVPD) results for a single C7H7N5 molecule in a non-equilibrium geometry.

Calculated values
Relative energy (zero: lowest compared OMol25 entry of this formula, charge and spin) ... 235.4 kJ/mol
SMILES string ... Nc1nnnn1-c1ccccc1
LUMO energy ... 0.380 eV
Gap between HOMO and LUMO ... 9.607 eV

```
19
Properties=species:S:1:pos:R:3:forces:R:3:mulliken_charge:R:1
C -1.819734 0.174662 -0.777267 3.712 3.294 -1.700 0.47
C 0.407824 -0.063175 0.316801 1.298 -1.361 2.736 0.53
C 0.184395 -1.261826 1.087592 -0.094 2.008 1.422 -0.27
C 1.247469 -1.552574 2.076159 -2.797 0.275 -3.464 -0.94
C 2.447122 -0.877386 1.971875 2.234 -1.406 2.385 -0.05
C 2.713403 0.183128 1.178363 -1.476 2.021 -1.458 -0.55
C 1.549358 0.709396 0.494883 2.847 -2.863 1.102 -0.42
H -2.273127 -0.444290 1.243219 -0.925 0.753 -4.284 0.31
H -3.471009 -0.034063 -0.021787 -2.039 0.086 0.288 0.29
H -0.965283 -1.555519 1.094346 3.348 -0.626 0.092 0.48
H 1.105334 -2.447431 2.624330 0.136 -0.417 0.946 0.40
H 3.322072 -1.109863 2.638245 -1.161 -0.527 -0.528 0.26
H 3.781116 0.609190 1.124906 -2.165 -0.348 0.090 0.30
H 1.721024 1.579815 -0.004608 -0.160 2.271 -1.602 0.48
N -2.563352 -0.358224 0.130676 -0.907 -2.055 5.936 -0.47
N -2.205083 0.760966 -1.924176 1.504 -1.198 1.293 -0.47
N -1.011688 1.108962 -2.477048 -0.131 0.561 -2.356 -0.41
N 0.029370 0.860018 -1.817905 -1.758 0.709 0.958 -0.32
N -0.477695 0.418108 -0.595701 -1.466 -1.178 -1.857 0.40
```
Forces are in eV/Å.



No. 4
DFT (ωB97M-V/def2-TZVPD) results for a gas-phase ion, HN2O4S (charge -1) in a non-equilibrium geometry.

Calculated values
Relative energy (zero: lowest compared OMol25 entry of this formula, charge and spin) ... 159.6 kJ/mol
LUMO energy ... 3.880 eV
Gap between HOMO and LUMO ... 9.020 eV
Total charge ... -1

```
8
Properties=species:S:1:pos:R:3:forces:R:3:mulliken_charge:R:1
N 1.403525 -1.159083 -0.118386 0.618 -2.354 2.536 -0.79
N 0.470843 -0.536085 -0.612790 -0.363 1.104 -1.903 1.17
O 0.557152 0.325407 -1.525219 -0.105 -0.202 0.495 -0.65
O -2.277157 1.228671 0.107055 0.524 0.225 0.627 -0.48
O -0.700955 -0.866032 -0.162536 -0.483 0.250 0.026 -0.58
O -0.317277 1.341685 1.642540 0.179 0.052 -0.586 -0.49
S -1.436366 0.588805 1.109899 -1.320 -0.151 0.021 0.62
H 2.300235 -0.923368 -0.440564 0.950 1.075 -1.216 0.21
```
Forces are in eV/Å.



No. 5
DFT (ωB97M-V/def2-TZVPD) results for a molecular structure, C19H26N2ORuS2.

Calculated values
Relative energy (zero: lowest compared OMol25 entry of this formula, charge and spin) ... 0.0 kJ/mol
Multiplicity ... 2
⟨S²⟩ ... 0.7613
LUMO energy (spin up / spin down) ... -11.384 / -12.092 eV
Gap between HOMO and LUMO (spin up / spin down) ... 6.987 / 6.651 eV
Total charge ... +3

```
51
Properties=species:S:1:pos:R:3:forces:R:3:mulliken_charge:R:1
Ru 0.083598 -0.048274 0.467090 -0.481 0.222 0.022 -0.01
C -2.344579 -0.521563 -0.519365 0.008 -0.111 0.336 -0.42
C -2.050168 -1.995569 -0.217387 0.071 0.182 -0.116 0.99
C -1.630268 -2.741268 -1.477584 0.071 -0.070 0.064 -1.78
C -1.018584 -1.959303 0.891996 -0.031 -0.727 -0.127 -1.29
C -1.360169 -1.401475 2.143331 0.155 0.163 0.340 0.59
C -0.503027 -1.527830 3.235942 -0.036 -0.025 -0.060 -0.99
C 0.751262 -2.162682 3.129464 0.002 0.012 0.321 0.36
C 1.612576 -2.394788 4.340424 -0.108 -0.114 -0.089 -1.56
C 1.134868 -2.599593 1.874899 -0.110 -0.275 -0.204 -0.90
C 0.265573 -2.511090 0.762960 0.343 0.156 0.024 0.59
H -2.804051 -0.384827 -1.495335 0.134 0.108 -0.106 0.52
H -1.386957 0.132173 -0.630918 -0.168 -0.099 -0.287 -0.29
H -2.960383 -0.027392 0.228874 0.091 0.055 0.055 0.53
H -2.946400 -2.478727 0.175813 -0.103 0.137 0.008 0.37
H -0.764371 -2.276349 -1.957877 0.000 -0.021 -0.004 0.28
H -2.454226 -2.738395 -2.190531 0.014 0.006 0.010 0.49
H -1.390767 -3.783559 -1.266350 -0.004 0.016 -0.007 0.41
H -2.354065 -0.996854 2.294627 0.019 0.071 0.004 0.53
H -0.840902 -1.188574 4.209793 0.020 0.074 -0.040 0.56
H 1.452274 -3.415326 4.697164 -0.038 -0.019 0.013 0.40
H 1.359852 -1.731099 5.164502 0.037 0.067 -0.028 0.43
H 2.676275 -2.326096 4.112030 0.002 0.076 -0.001 0.39
H 2.097400 -3.084012 1.748423 -0.020 -0.026 -0.035 0.49
H 0.561284 -2.981665 -0.164624 -0.004 0.008 -0.033 0.59
O 1.637066 0.317160 1.843905 0.369 -0.075 -0.355 -0.45
C 1.406024 1.508906 2.627816 0.005 -0.056 0.293 -0.36
C 0.854320 2.492921 1.672106 -0.159 0.180 -0.098 0.56
C 1.147763 3.836213 1.707552 -0.086 0.148 0.063 -0.88
C 0.541156 4.681858 0.787882 0.015 0.022 -0.006 -0.26
C -0.350326 4.151702 -0.136588 -0.012 0.055 0.024 -1.01
C -0.579113 2.796254 -0.135794 -0.063 0.039 0.287 -0.23
N 0.010808 1.970799 0.756832 -0.087 0.231 -0.752 0.24
H 2.295832 -0.261208 2.251660 -0.129 -0.223 -0.111 0.27
H 2.321840 1.856215 3.099089 0.123 -0.096 -0.100 0.52
H 0.670545 1.284867 3.405474 0.017 -0.033 0.065 0.29
H 1.838601 4.219672 2.446830 -0.001 -0.009 -0.013 0.46
H 0.767918 5.740450 0.787639 -0.023 -0.004 0.025 0.48
H -0.857431 4.782133 -0.853400 0.011 -0.009 -0.011 0.47
H -1.258055 2.346287 -0.842081 -0.016 -0.030 -0.043 0.71
S 1.335726 -0.122612 -1.447121 0.221 -0.003 0.673 -0.11
C 0.605229 0.283297 -2.978723 -0.170 0.064 0.050 0.59
N 1.295280 0.052737 -4.056634 0.146 -0.082 -0.230 -0.20
C 0.658206 0.322499 -5.363602 0.013 -0.014 0.041 -0.62
C -0.617415 1.124950 -5.075247 0.066 0.021 0.007 -0.49
S -0.922938 0.985238 -3.271984 -0.123 -0.008 -0.060 0.00
H 2.211810 -0.382108 -4.017996 0.010 0.021 -0.001 0.28
H 0.447912 -0.627724 -5.851964 -0.033 -0.072 0.074 0.33
H 1.346098 0.877331 -5.997246 0.049 0.051 0.053 0.34
H -1.479867 0.727125 -5.601572 -0.034 -0.026 0.022 0.40
H -0.513036 2.179178 -5.314196 0.026 0.041 0.043 0.38
```
Forces are in eV/Å.



No. 6
DFT (ωB97M-V/def2-TZVPD) results for a single C6H12N2 molecule in a non-equilibrium geometry.

Calculated values
Relative energy (zero: lowest compared OMol25 entry of this formula, charge and spin) ... 393.5 kJ/mol
LUMO energy (spin up / spin down) ... 0.711 / 0.566 eV
Gap between HOMO and LUMO (spin up / spin down) ... 7.637 / 7.249 eV

```
20
Properties=species:S:1:pos:R:3:forces:R:3:mulliken_charge:R:1
C -0.301705 -0.994448 -0.801533 0.390 -0.376 -0.542 -0.28
C -1.404080 -1.991583 -0.716087 -0.050 -0.087 0.003 -1.30
C 2.180262 1.007282 -0.678062 -0.058 0.278 -0.289 -1.17
C -0.581222 0.869621 0.620823 -0.172 -0.416 0.277 0.61
N -1.203957 0.709276 1.845652 0.029 0.008 0.026 -0.50
C 0.418917 -0.552559 0.337909 -1.244 1.186 0.452 0.28
C 1.545033 0.338260 0.473815 0.643 -0.205 -0.209 -0.64
N -0.860687 1.867384 -0.106965 0.219 -0.312 0.093 -0.84
H -0.201787 -0.445162 -1.729789 0.039 -0.003 0.012 0.32
H -1.343441 -0.230285 2.179702 0.055 0.055 -0.074 0.23
H -2.017680 1.302100 1.939694 0.072 0.024 0.028 0.27
H -0.327071 1.947974 -0.963358 0.014 -0.091 0.017 0.23
H 0.272869 -1.175142 1.219436 -0.056 0.000 -0.017 0.53
H 1.885857 0.545829 1.479676 -0.050 -0.039 -0.077 0.40
H -2.386189 -1.549479 -0.939444 0.101 -0.016 0.038 0.28
H -1.461159 -2.455098 0.273009 0.020 0.056 -0.026 0.32
H -1.261122 -2.804844 -1.437165 -0.037 0.051 0.029 0.37
H 2.154838 0.390985 -1.586593 0.011 -0.033 0.179 0.30
H 3.219250 1.265993 -0.465339 -0.057 0.006 0.012 0.37
H 1.673073 1.953896 -0.945379 0.129 -0.084 0.069 0.23
```
Forces are in eV/Å.